1.
Molecular formula: C50H115N5O5
Method: DFT, wB97M-V/def2-TZVPD

As for the charge: -1. As for the spin multiplicity: 2. The value obtained for the frontier orbital gap (alpha / beta) is 1.43 / 7.94 eV. As for the HOMO energy (alpha / beta): 0.76 / -5.80 eV.

Each line ends with the Mulliken spin population.
Cartesian coordinates (Å):
C1 -2.085 1.726 6.215  0.0575
C2 -3.271 0.790 6.441  0.4272
C3 -3.938 0.857 5.045  0.2896
O1 -2.977 1.332 4.132  -0.5210
C4 -1.732 1.509 4.811  0.6628
H1 -1.195 1.582 6.829  -0.1903
H2 -2.420 2.756 6.342  -0.0731
H3 -3.912 1.064 7.279  -0.0864
H4 -2.974 -0.242 6.629  -0.0819
H5 -4.806 1.516 5.024  -0.0668
H6 -4.263 -0.106 4.649  -0.0029
H7 -1.157 2.276 4.292  0.1730
H8 -1.157 0.584 4.759  0.0369
C5 -1.520 -2.327 -3.640  -0.2273
C6 -2.467 -1.122 -3.381  -0.0524
C7 -3.456 -1.201 -4.424  0.1561
O2 -3.593 -2.610 -4.566  -0.0698
C8 -2.341 -3.206 -4.606  0.1047
H9 -1.330 -2.792 -2.672  -0.0083
H10 -0.566 -2.059 -4.094  0.0702
H11 -2.058 -0.122 -3.527  0.0822
H12 -2.956 -1.151 -2.407  0.0102
H13 -3.304 -0.737 -5.398  -0.0354
H14 -4.279 -0.627 -3.998  -0.0027
H15 -1.923 -3.302 -5.608  -0.0517
H16 -2.346 -4.224 -4.215  0.0642
C9 1.801 -0.719 -3.578  -0.0191
C10 1.502 0.450 -4.497  -0.0330
C11 2.034 1.632 -3.681  -0.0818
O3 3.228 1.142 -2.997  -0.0203
C12 3.247 -0.293 -3.196  0.0581
H17 1.837 -1.692 -4.068  0.0332
H18 1.072 -0.738 -2.769  0.0772
H19 0.445 0.497 -4.759  -0.0115
H20 1.965 0.392 -5.482  -0.0049
H21 1.245 1.895 -2.975  0.0588
H22 2.449 2.471 -4.239  0.0622
H23 3.711 -0.780 -2.338  0.0301
H24 4.000 -0.491 -3.959  -0.0206
C13 2.004 -3.899 -1.233  -0.1743
C14 1.442 -4.982 -2.130  0.0694
C15 2.169 -6.223 -1.715  0.0224
O4 2.690 -6.008 -0.428  -0.0738
C16 3.089 -4.585 -0.371  0.1187
H25 1.209 -3.591 -0.555  0.0890
H26 2.400 -3.100 -1.860  0.0337
H27 1.629 -4.748 -3.178  -0.0368
H28 0.373 -5.137 -1.985  0.0127
H29 2.902 -6.536 -2.457  0.0136
H30 1.445 -7.038 -1.714  -0.0151
H31 4.090 -4.369 -0.744  0.0270
H32 3.101 -4.053 0.580  -0.0106
C17 -4.443 5.170 -0.558  0.0811
C18 -3.703 4.808 -1.816  0.0333
C19 -3.492 6.118 -2.565  0.0545
O5 -4.547 6.899 -2.084  -0.0625
C20 -5.436 6.200 -1.174  0.0102
H33 -3.846 5.683 0.196  0.0593
H34 -4.800 4.281 -0.037  -0.0354
H35 -4.308 4.082 -2.358  -0.0380
H36 -2.702 4.377 -1.791  0.0581
H37 -3.523 6.038 -3.651  0.0032
H38 -2.548 6.609 -2.327  0.0129
H39 -6.206 5.845 -1.858  -0.0076
H40 -5.980 6.794 -0.440  -0.0131
C21 -1.069 5.447 0.678  -0.1396
C22 0.423 5.788 0.657  0.1678
N1 1.130 5.327 -0.525  -0.2369
C23 0.530 5.889 -1.809  -0.1964
C24 1.247 5.367 -3.060  -0.0012
C25 2.591 5.443 -0.379  -0.1386
C26 3.077 6.851 -0.474  0.0297
H41 -1.267 4.376 0.621  0.1223
H42 -1.555 5.976 -0.141  0.0642
H43 -1.516 5.829 1.596  -0.1010
H44 0.404 6.868 0.803  0.0422
H45 0.782 5.384 1.604  -0.0070
H46 -0.507 5.559 -1.881  0.1983
H47 0.503 6.979 -1.808  -0.0500
H48 0.558 5.367 -3.904  -0.0335
H49 2.050 6.066 -3.295  0.0146
H50 1.725 4.390 -2.992  0.0827
H51 3.188 4.822 -1.047  0.0486
H52 2.824 5.026 0.601  0.1034
H53 4.137 6.789 -0.230  -0.0267
H54 2.551 7.473 0.250  0.0035
H55 2.916 7.216 -1.489  0.0177
C27 2.431 -1.664 2.468  -0.1164
C28 3.178 -2.599 3.493  0.2181
N2 2.982 -3.933 3.184  -0.2724
C29 3.955 -4.825 3.834  0.0204
C30 5.284 -4.905 3.070  0.0052
C31 1.575 -4.331 3.322  -0.0880
C32 1.069 -4.274 4.719  0.2915
H56 2.633 -0.608 2.646  0.0698
H57 1.352 -1.759 2.587  -0.0089
H58 2.564 -1.938 1.422  0.1686
H59 4.262 -2.511 3.409  0.0963
H60 2.986 -2.260 4.511  -0.0674
H61 4.109 -4.528 4.872  0.0104
H62 3.452 -5.786 3.940  0.0001
H63 5.205 -4.843 1.985  0.0169
H64 6.079 -4.201 3.318  0.0031
H65 5.661 -5.901 3.302  -0.0073
H66 1.441 -5.276 2.796  -0.0123
H67 0.927 -3.667 2.749  0.0865
H68 0.090 -4.731 4.865  -0.1331
H69 1.023 -3.271 5.143  -0.0441
H70 1.715 -4.949 5.282  0.0222
C33 -5.988 -3.271 1.664  0.1810
C34 -6.853 -3.241 0.344  -0.0177
N3 -6.102 -2.933 -0.914  0.0269
C35 -5.325 -1.626 -0.794  -0.2714
C36 -6.269 -0.481 -0.364  0.1047
C37 -5.227 -3.954 -1.391  -0.0207
C38 -6.065 -5.153 -1.797  -0.0050
H71 -6.559 -3.417 2.581  -0.1370
H72 -5.477 -2.338 1.902  0.0741
H73 -5.185 -4.000 1.557  0.0361
H74 -7.220 -4.267 0.297  -0.0070
H75 -7.590 -2.456 0.514  -0.0134
H76 -4.416 -1.666 -0.194  0.0690
H77 -4.918 -1.372 -1.773  0.0595
H78 -6.608 -0.735 0.641  0.0682
H79 -5.875 0.535 -0.386  -0.0049
H80 -7.111 -0.542 -1.054  -0.0350
H81 -4.433 -4.223 -0.694  0.0279
H82 -4.796 -3.587 -2.322  0.0291
H83 -6.334 -5.679 -0.881  0.0127
H84 -5.481 -5.820 -2.430  -0.0235
H85 -7.041 -4.900 -2.210  0.0002
C39 4.714 1.820 1.219  0.2372
C40 5.069 0.480 0.643  -0.1855
N4 6.481 0.357 0.145  0.0063
C41 6.767 1.405 -0.872  -0.0781
C42 8.239 1.534 -1.165  -0.0033
C43 6.800 -0.941 -0.473  -0.0136
C44 6.345 -2.069 0.361  0.0173
H86 4.563 2.650 0.529  0.0332
H87 5.330 2.226 2.022  0.0529
H88 3.753 1.685 1.715  -0.1603
H89 4.922 -0.245 1.444  0.0526
H90 4.367 0.315 -0.174  0.0154
H91 6.163 1.126 -1.736  0.0321
H92 6.305 2.324 -0.510  0.0387
H93 8.500 2.530 -1.523  -0.0058
H94 8.821 1.416 -0.251  0.0042
H95 8.669 0.864 -1.910  -0.0046
H96 7.882 -0.951 -0.599  0.0042
H97 6.445 -0.915 -1.503  0.0124
H98 6.938 -2.980 0.275  0.0052
H99 5.294 -2.205 0.107  0.0068
H100 6.430 -1.958 1.442  -0.0080
C45 0.089 2.117 0.843  -0.0268
C46 -0.593 1.241 -0.236  0.0823
N5 -1.376 0.119 0.210  0.1889
C47 -0.565 -0.997 0.740  -0.5921
C48 -1.372 -2.284 0.816  0.2987
C49 -2.531 0.467 1.073  -0.8194
C50 -3.344 1.687 0.598  -0.4400
H101 0.830 1.620 1.470  0.0601
H102 -0.657 2.484 1.548  0.1217
H103 0.703 2.876 0.359  -0.1245
H104 -1.201 1.823 -0.928  0.0101
H105 0.157 0.849 -0.922  -0.0256
H106 0.354 -1.206 0.192  -0.0445
H107 -0.201 -0.706 1.725  0.2482
H108 -0.611 -2.991 1.144  -0.0504
H109 -2.211 -2.371 1.507  0.0632
H110 -1.699 -2.595 -0.176  -0.0097
H111 -2.042 0.714 2.015  0.1113
H112 -3.211 -0.368 1.241  0.3006
H113 -3.634 1.591 -0.448  0.0122
H114 -2.836 2.648 0.679  0.1342
H115 -4.190 1.897 1.251  0.0396

2.
Molecular formula: C50H120Br2N3O22P
Method: DFT, wB97M-V/def2-TZVPD

The value obtained for the frontier orbital gap is 8.31 eV. The structure (SMILES) is CN(C)P(=O)(N(C)C)N(C)C.COCCOCCOC.COCCOCCOC.COCCOCCOC.COCCOCCOC.COCCOCCOC.COCCOCCOC.COCCOCCOC.BrCCBr. As for the HOMO energy: -7.82 eV.

Each line ends with the Löwdin charge.
Cartesian coordinates (Å):
O1 5.162 -1.414 7.552  -0.3028
P1 4.437 -1.262 6.246  0.6274
N1 5.361 -1.412 4.858  -0.3161
C1 5.800 -2.672 4.343  -0.1227
C2 6.251 -0.303 4.475  -0.0950
N2 3.417 0.172 5.988  -0.3040
C3 2.651 0.622 7.165  -0.0978
C4 3.028 0.672 4.681  -0.1320
N3 3.292 -2.499 6.027  -0.3296
C5 3.035 -3.370 7.164  -0.1186
C6 2.378 -2.541 4.999  -0.1599
H1 5.832 -2.596 3.256  0.0762
H2 5.191 -3.523 4.647  0.0829
H3 6.812 -2.947 4.642  0.0828
H4 7.110 -0.352 5.145  0.0831
H5 5.783 0.645 4.743  0.0690
H6 6.571 -0.316 3.433  0.0752
H7 1.922 1.398 6.930  0.0811
H8 2.111 -0.231 7.577  0.0691
H9 3.395 1.001 7.865  0.0765
H10 1.983 0.366 4.654  0.0622
H11 2.950 1.757 4.605  0.0839
H12 3.485 0.156 3.837  0.0599
H13 2.406 -2.918 7.930  0.0706
H14 2.599 -4.337 6.914  0.0800
H15 3.889 -3.606 7.800  0.0712
H16 2.763 -1.972 4.153  0.0401
H17 1.463 -2.069 5.355  0.0779
H18 2.216 -3.539 4.590  0.0954
C7 1.137 -9.836 2.248  -0.0673
O2 0.315 -10.924 1.735  -0.2103
C8 -0.162 -10.815 0.400  -0.1806
C9 -1.340 -9.807 0.425  -0.1793
O3 -0.852 -8.489 0.196  -0.1477
C10 -1.830 -7.471 -0.031  -0.2000
C11 -1.242 -6.156 -0.457  -0.2068
O4 -0.364 -5.732 0.590  -0.1814
C12 0.280 -4.498 0.301  -0.1375
H19 2.102 -9.700 1.760  0.0845
H20 1.307 -10.138 3.282  0.0843
H21 0.551 -8.918 2.235  0.0779
H22 -0.569 -11.772 0.075  0.1157
H23 0.641 -10.603 -0.307  0.1239
H24 -1.783 -9.804 1.420  0.1267
H25 -2.147 -10.076 -0.258  0.1157
H26 -2.489 -7.343 0.827  0.1306
H27 -2.439 -7.702 -0.905  0.1217
H28 -2.088 -5.474 -0.541  0.1201
H29 -0.713 -6.302 -1.399  0.1298
H30 1.136 -4.696 -0.344  0.0846
H31 0.738 -4.123 1.216  0.0625
H32 -0.417 -3.761 -0.098  -0.0153
C13 5.743 7.288 0.924  -0.1165
O5 4.508 7.080 0.248  -0.2018
C14 4.501 7.578 -1.121  -0.1637
C15 3.315 6.992 -1.908  -0.1737
O6 3.544 5.600 -1.932  -0.1554
C16 2.558 4.874 -2.607  -0.2070
C17 2.969 3.404 -2.484  -0.1465
O7 1.935 2.372 -2.571  -0.2039
C18 1.276 2.298 -3.834  -0.1127
H33 6.118 8.309 0.848  0.0831
H34 6.519 6.568 0.667  0.0849
H35 5.541 7.123 1.983  0.0849
H36 5.424 7.321 -1.641  0.1235
H37 4.416 8.663 -1.047  0.1206
H38 3.430 7.220 -2.968  0.1270
H39 2.353 7.291 -1.490  0.1304
H40 2.486 5.192 -3.647  0.1208
H41 1.553 5.116 -2.259  0.1148
H42 3.474 3.353 -1.519  0.0950
H43 3.655 3.110 -3.278  0.1275
H44 0.747 3.235 -4.007  0.0773
H45 0.481 1.566 -3.694  0.0805
H46 1.786 1.987 -4.745  0.0878
C19 -1.499 4.252 -1.824  -0.0667
O8 -1.956 3.629 -0.604  -0.1725
C20 -2.586 2.386 -0.842  -0.1808
C21 -4.021 2.647 -1.388  -0.1416
O9 -4.768 3.577 -0.570  -0.1134
C22 -5.453 2.990 0.517  -0.2039
C23 -6.042 4.021 1.427  -0.2117
O10 -6.425 5.205 0.781  -0.1641
C24 -7.313 6.022 1.521  -0.1097
H47 -2.324 4.496 -2.493  0.0791
H48 -0.924 3.592 -2.473  0.0696
H49 -0.964 5.182 -1.629  0.0870
H50 -2.482 1.746 0.034  0.1070
H51 -2.129 1.825 -1.657  0.0961
H52 -4.599 1.735 -1.541  0.1009
H53 -3.935 3.159 -2.347  0.1120
H54 -4.763 2.339 1.054  0.1177
H55 -6.252 2.330 0.181  0.1087
H56 -5.239 4.389 2.065  0.1280
H57 -6.832 3.501 1.968  0.1284
H58 -6.953 6.250 2.524  0.0792
H59 -8.282 5.558 1.703  0.0841
H60 -7.403 6.999 1.047  0.0890
C25 3.393 -4.394 -3.798  -0.0893
O11 2.905 -3.110 -4.152  -0.1754
C26 2.454 -2.312 -3.103  -0.2174
C27 2.294 -0.851 -3.593  -0.1314
O12 3.484 -0.176 -4.157  -0.1247
C28 4.692 -0.234 -3.398  -0.1691
C29 4.487 0.240 -2.007  -0.2237
O13 5.520 -0.281 -1.170  -0.1610
C30 5.497 0.335 0.137  -0.1412
H61 3.781 -4.873 -4.697  0.0864
H62 2.527 -5.010 -3.554  0.0806
H63 4.149 -4.385 -3.013  0.0902
H64 3.105 -2.316 -2.229  0.1005
H65 1.488 -2.699 -2.778  0.1159
H66 1.752 -0.228 -2.882  0.0780
H67 1.577 -0.915 -4.411  0.1273
H68 5.571 0.271 -3.800  0.1369
H69 4.998 -1.279 -3.350  0.1216
H70 3.544 0.066 -1.489  0.0960
H71 4.558 1.328 -1.972  0.1054
H72 4.579 0.272 0.721  0.0021
H73 5.849 1.361 0.245  0.0803
H74 6.112 -0.240 0.829  0.0762
C31 -1.191 -1.060 3.791  -0.1401
O14 -0.772 0.256 3.847  -0.2029
C32 -1.770 1.210 3.303  -0.1278
C33 -1.247 2.678 3.110  -0.1178
O15 -0.124 2.667 2.129  -0.1432
C34 0.365 3.976 1.921  -0.1839
C35 1.739 3.930 1.166  -0.1615
O16 2.778 3.325 1.915  -0.1716
C36 3.992 3.248 1.239  -0.1253
H75 -1.355 -1.427 2.778  0.0523
H76 -2.089 -1.137 4.403  0.0904
H77 -0.427 -1.690 4.246  0.0739
H78 -2.645 1.190 3.952  0.1209
H79 -2.098 0.927 2.303  0.0990
H80 -1.003 3.144 4.065  0.1203
H81 -2.110 3.224 2.730  0.1147
H82 0.553 4.496 2.860  0.1193
H83 -0.362 4.611 1.414  0.1160
H84 2.064 4.948 0.949  0.1245
H85 1.604 3.416 0.214  0.1142
H86 4.785 3.034 1.956  0.0956
H87 4.368 4.140 0.738  0.0855
H88 3.957 2.470 0.477  0.0523
C37 0.476 2.455 -7.504  -0.0856
O17 -0.547 2.083 -6.561  -0.1935
C38 -1.507 1.215 -7.127  -0.2296
C39 -2.491 0.810 -6.105  -0.2001
O18 -1.819 0.151 -5.014  -0.1314
C40 -2.697 -0.093 -3.857  -0.1314
C41 -3.499 -1.419 -4.040  -0.1261
O19 -2.694 -2.646 -4.233  -0.1881
C42 -2.103 -3.232 -3.115  -0.1434
H89 1.263 3.053 -7.044  0.0768
H90 0.025 3.027 -8.315  0.0892
H91 1.056 1.568 -7.760  0.0906
H92 -0.907 0.410 -7.552  0.1280
H93 -2.034 1.627 -7.988  0.1263
H94 -3.308 0.215 -6.511  0.1217
H95 -3.050 1.700 -5.815  0.1226
H96 -3.282 0.804 -3.651  0.0988
H97 -2.027 -0.088 -2.998  0.0865
H98 -4.130 -1.455 -4.928  0.1151
H99 -4.164 -1.532 -3.184  0.1058
H100 -2.799 -3.303 -2.278  0.0751
H101 -1.278 -2.602 -2.785  0.0320
H102 -1.737 -4.227 -3.368  0.0897
C43 -4.113 -1.908 1.394  -0.1560
O20 -4.676 -0.670 1.468  -0.2143
C44 -5.975 -0.470 2.097  -0.1276
C45 -7.213 -1.063 1.342  -0.1702
O21 -7.770 -0.359 0.215  -0.1217
C46 -6.743 -0.267 -0.780  -0.1840
C47 -7.185 0.457 -2.104  -0.1731
O22 -6.056 0.357 -2.953  -0.2257
C48 -6.255 1.084 -4.160  -0.0947
H103 -3.956 -2.269 2.410  0.0866
H104 -3.064 -1.880 1.097  0.0163
H105 -4.619 -2.674 0.806  0.0893
H106 -6.069 0.616 2.111  0.1099
H107 -6.062 -0.803 3.131  0.1216
H108 -8.025 -0.999 2.066  0.1202
H109 -7.140 -2.126 1.111  0.1211
H110 -6.468 -1.276 -1.087  0.1250
H111 -5.787 0.130 -0.440  0.0936
H112 -7.462 1.505 -1.993  0.1262
H113 -8.003 -0.125 -2.529  0.1258
H114 -7.311 1.134 -4.427  0.0883
H115 -5.786 0.564 -4.996  0.0772
H116 -5.850 2.095 -4.119  0.0872
Br1 2.884 -1.708 1.047  0.7303
C49 1.568 -0.279 1.217  -0.6313
C50 0.715 0.073 0.016  -0.5975
Br2 -0.685 -1.249 -0.237  0.7894
H117 2.284 0.525 1.387  0.0329
H118 1.005 -0.431 2.137  0.0427
H119 1.283 0.193 -0.907  0.0303
H120 0.204 1.014 0.218  0.0470